DFT (the ωB97M-V functional and the def2-TZVPD basis) results for 4 unconnected molecules or ions with the total composition C3H14N2O4 in a non-equilibrium geometry.

CARTESIAN COORDINATES (ANGSTROEM)
N 1.829 -0.522 -1.687
C 1.680 -1.427 -0.565
C 1.763 -0.673 0.738
N 0.611 0.228 0.945
C 0.697 1.532 0.635
O -0.299 2.226 0.868
H 2.208 -0.843 -2.561
H 1.033 0.092 -1.782
H 2.467 -2.164 -0.568
H 0.725 -1.965 -0.636
H 1.827 -1.295 1.630
H 2.622 -0.004 0.742
H -0.228 -0.149 1.345
H 1.585 1.882 0.105
O -2.467 0.594 1.336
H -1.839 1.330 1.451
H -2.946 0.446 2.157
O -0.964 2.051 -2.143
H -1.251 2.830 -1.654
H -1.653 1.385 -2.139
O -2.713 -2.054 0.767
H -2.161 -2.383 0.051
H -2.528 -1.117 0.966

Output
- ΔE to the lowest compared entry with this formula, charge and spin: 64.0 kJ/mol
- LUMO: 0.66 eV
- Gap between HOMO and LUMO: 9.96 eV
- Total charge: 0
- SMILES: NCCNC=O.O.O.O
- HOMO: -9.3 eV
- Largest force on an atom: 0.0588 Eh/bohr